(1)
DFT (wB97M-V/def2-TZVPD) results for a single C2H4N2O2 molecule in a non-equilibrium geometry.

charge = 0
structure (SMILES) = NC(=O)/N=C/O
energy above the lowest of the compared OMol25 structures with the same formula, charge and spin = 202.5 kJ/mol

```
10
Properties=species:S:1:pos:R:3:forces:R:3
N -0.181 -1.743 -0.648 -0.501 -0.066 0.071
C -0.636 -0.511 -0.254 -0.323 -0.255 0.057
O -1.806 -0.180 -0.152 0.225 -0.620 -0.276
N 0.395 0.362 0.020 -0.706 -0.242 0.052
C 0.181 1.549 0.521 0.277 -0.370 -0.365
O 1.354 2.046 0.713 0.022 0.111 0.126
H -0.905 -2.437 -0.724 0.080 -0.116 -0.052
H 0.763 -2.070 -0.470 -0.414 0.459 -0.035
H -0.791 2.027 0.718 0.641 -0.133 -0.012
H 1.625 0.957 0.277 0.700 1.234 0.434
```
Positions in Å, forces in eV/Å.

(2)
DFT (wB97M-V/def2-TZVPD) results for a molecular structure, C26H26N6S2Sn.

charge = -2
energy above the lowest of the compared OMol25 structures with the same formula, charge and spin = 166.1 kJ/mol

```
61
Properties=species:S:1:pos:R:3:forces:R:3
Sn 0.107 -1.576 0.246 -0.031 -0.018 0.043
C 2.596 0.444 -2.099 -0.072 0.069 -0.029
C 2.097 -0.491 -3.208 -0.004 -0.026 -0.049
C 1.049 -1.546 -2.797 0.014 -0.002 -0.052
N 0.043 -1.019 -1.921 0.210 -0.026 0.067
C -0.926 -0.204 -2.331 -0.128 0.120 -0.039
C -1.186 0.046 -3.671 0.023 -0.041 0.100
C -2.185 0.814 -4.326 -0.015 0.007 -0.070
C -3.118 1.663 -3.837 0.066 -0.056 0.067
C -3.276 1.988 -2.450 -0.097 0.071 -0.032
C -2.672 1.500 -1.357 0.038 0.017 -0.017
C -1.680 0.408 -1.129 -0.046 -0.139 0.089
N -2.235 -0.771 -0.354 0.072 -0.091 -0.510
C -2.834 -1.369 1.994 -0.029 0.035 0.097
C -2.033 -0.367 2.864 -0.053 0.027 0.008
C -0.755 -0.929 3.516 0.085 -0.032 -0.021
N 0.421 -0.856 2.663 -0.143 -0.076 0.079
C 1.315 0.063 2.786 0.159 0.076 -0.111
C 1.177 1.213 3.648 0.013 -0.075 -0.025
C 2.119 2.034 4.206 -0.068 0.075 0.056
C 3.514 2.032 4.088 -0.009 -0.060 -0.055
C 4.226 1.236 3.207 0.093 0.018 0.036
C 3.808 0.343 2.234 -0.144 -0.045 -0.075
C 2.506 -0.099 1.856 0.008 0.075 0.162
N 2.261 -0.769 0.765 -0.033 -0.094 -0.117
C 3.305 -1.149 -0.167 -0.037 -0.003 0.039
C 3.701 -0.072 -1.179 0.105 -0.018 0.013
H 1.740 0.772 -1.502 0.000 -0.024 0.030
H 2.978 1.350 -2.580 0.024 -0.021 -0.018
H 2.940 -1.001 -3.695 0.009 0.002 0.028
H 1.637 0.142 -3.971 -0.007 -0.002 -0.005
H 1.537 -2.375 -2.270 0.014 0.023 0.010
H 0.632 -1.997 -3.711 -0.029 0.017 0.014
H -0.538 -0.493 -4.353 -0.018 0.005 -0.018
H -2.179 0.699 -5.408 0.005 -0.011 0.007
H -3.787 2.148 -4.538 -0.013 0.007 0.005
H -4.002 2.771 -2.240 0.010 0.004 -0.015
H -2.939 1.984 -0.426 0.010 0.005 0.011
H -2.278 -2.280 1.762 0.054 0.033 0.042
H -3.732 -1.690 2.531 0.002 -0.044 -0.037
H -2.685 0.012 3.656 -0.009 -0.033 0.011
H -1.747 0.493 2.256 -0.009 -0.003 0.028
H -0.911 -1.992 3.732 -0.015 0.004 0.010
H -0.580 -0.437 4.480 0.004 0.032 -0.013
H 0.150 1.431 3.914 0.003 0.012 -0.007
H 1.708 2.800 4.861 0.021 0.001 -0.002
H 4.073 2.731 4.698 -0.003 0.006 0.006
H 5.307 1.369 3.239 -0.009 0.003 0.011
H 4.605 -0.054 1.618 0.029 0.016 0.015
H 2.940 -2.029 -0.707 -0.009 0.011 -0.005
H 4.206 -1.488 0.362 0.006 0.004 0.009
H 4.523 -0.481 -1.783 -0.010 0.016 -0.018
H 4.114 0.778 -0.627 -0.025 0.000 0.016
S -0.434 1.011 0.083 0.037 0.021 0.077
C -3.256 -0.790 0.656 0.002 0.130 0.181
C -4.259 0.262 0.813 0.041 -0.174 -0.171
N -5.120 0.989 1.045 0.055 0.052 0.092
C -3.346 -1.678 -0.620 -0.274 0.208 0.012
S -3.147 -3.433 -0.602 0.034 0.067 0.012
C -4.353 -1.200 -1.576 0.160 -0.146 -0.013
N -5.146 -0.890 -2.349 -0.068 -0.008 0.038
```
Positions in Å, forces in eV/Å.

(3)
DFT (wB97M-V/def2-TZVPD) results for a molecular structure, C31H67BNNaO15 in a non-equilibrium geometry.

charge = 0
total energy = -2592.02889 a.u.

```
116
Properties=species:S:1:pos:R:3:forces:R:3
Na 28.588 24.016 -4.921 0.217 0.494 -0.503
O 25.990 24.717 -13.505 -0.031 0.149 -0.394
C 26.303 24.046 -12.572 -0.447 1.011 0.270
O 26.864 24.535 -11.455 0.422 -1.443 0.369
B 27.183 23.340 -10.589 -0.062 0.583 -0.973
O 26.600 22.205 -11.277 0.449 -0.800 1.480
C 26.050 22.543 -12.406 0.295 0.349 -1.286
O 25.540 21.828 -13.209 -0.316 -0.113 0.069
O 26.633 23.498 -9.239 -0.646 0.351 0.266
C 27.570 23.526 -8.346 0.352 -0.692 -0.717
O 27.431 23.814 -7.184 0.263 -0.066 0.874
C 28.909 23.161 -9.080 -0.691 1.833 -0.402
O 28.648 23.182 -10.389 -0.051 -0.434 0.853
O 29.968 23.179 -8.538 0.641 -0.662 0.159
C 29.873 28.869 -5.693 -0.591 0.919 0.172
C 29.385 27.425 -5.909 -0.682 0.705 -0.272
C 29.433 27.008 -7.376 1.530 0.396 0.246
O 30.091 26.552 -5.036 0.243 -1.083 -0.287
H 29.775 29.559 -6.537 -0.039 -0.549 -0.395
H 30.909 28.972 -5.370 0.068 -0.508 -0.049
H 29.265 29.395 -4.949 0.081 -0.336 0.292
H 28.319 27.332 -5.663 -0.009 0.362 0.297
H 29.186 25.969 -7.578 -0.409 0.061 0.122
H 30.445 27.159 -7.767 0.049 -0.107 0.059
H 28.831 27.736 -7.917 -0.372 -0.370 -0.109
H 30.090 26.903 -4.141 -0.061 0.241 -0.061
C 30.214 21.025 -5.577 0.462 0.121 0.637
C 31.142 21.833 -4.659 -0.048 -0.057 -0.350
C 32.613 21.482 -4.792 -0.515 -0.503 -0.985
O 30.931 23.231 -4.930 -0.553 0.091 0.328
H 30.458 21.038 -6.638 0.245 0.164 0.040
H 29.207 21.433 -5.461 -0.147 -0.260 -0.049
H 30.248 20.005 -5.191 -0.323 -0.101 -0.247
H 30.789 21.622 -3.645 0.140 0.247 0.149
H 33.277 22.011 -4.113 -0.076 0.042 0.084
H 32.873 21.676 -5.838 0.293 0.262 0.111
H 32.743 20.402 -4.703 0.072 0.045 0.373
H 31.760 23.680 -5.118 -0.012 -0.012 -0.039
C 24.338 24.531 -3.531 1.562 -0.390 1.102
C 25.513 24.639 -4.507 -1.011 3.120 -1.617
C 25.066 25.477 -5.730 -1.299 -1.783 -1.041
O 26.628 25.399 -4.015 1.276 -1.108 1.105
H 23.817 25.466 -3.331 -0.126 0.078 -0.666
H 24.792 24.316 -2.554 -0.217 -0.469 -0.018
H 23.673 23.718 -3.797 -0.242 0.147 0.005
H 25.866 23.686 -4.901 0.231 -0.107 0.530
H 24.652 24.702 -6.394 -0.426 0.467 -0.223
H 25.791 25.963 -6.378 0.600 -0.126 0.610
H 24.263 26.182 -5.514 0.083 0.015 0.223
H 26.337 26.191 -3.557 -0.199 -0.039 -0.051
C 31.801 23.685 -11.936 1.203 0.281 -0.215
C 31.304 24.799 -12.847 -2.278 -0.454 1.474
C 32.205 25.157 -14.017 -1.100 -0.358 0.147
O 29.986 24.448 -13.365 0.460 -0.443 -0.911
H 32.097 22.796 -12.499 -0.005 -0.005 0.032
H 31.137 23.400 -11.123 -0.381 0.130 -0.267
H 32.681 24.108 -11.433 0.175 -0.342 -0.052
H 30.937 25.549 -12.130 1.407 0.989 -0.349
H 31.712 25.898 -14.645 0.135 0.237 0.136
H 32.221 24.248 -14.623 0.389 -0.008 -0.034
H 33.206 25.470 -13.739 0.017 -0.017 0.097
H 29.468 24.155 -12.609 -0.011 -0.015 0.021
C 25.162 26.917 -9.292 1.715 0.149 -0.108
C 25.655 28.222 -9.941 -0.269 0.866 1.330
C 25.639 28.257 -11.433 -0.483 0.428 -1.608
O 24.921 29.357 -9.394 -0.414 -0.121 -0.635
H 25.706 26.861 -8.343 -0.297 -0.191 0.167
H 25.587 26.120 -9.905 -0.425 -0.320 0.128
H 24.104 26.790 -9.086 -0.121 0.283 -0.443
H 26.651 28.487 -9.564 0.396 -0.956 -0.408
H 24.648 28.502 -11.832 -0.143 -0.104 0.350
H 25.919 27.340 -11.957 0.055 -0.300 0.590
H 26.282 29.010 -11.898 0.111 0.187 0.529
H 25.170 29.407 -8.468 -0.092 0.058 0.052
C 27.042 27.480 -15.807 -0.538 0.121 0.743
C 27.349 26.261 -16.677 1.202 0.181 0.657
C 28.775 25.700 -16.509 0.048 0.983 -0.365
O 26.453 25.226 -16.367 -0.753 -0.130 -0.520
H 27.600 28.394 -16.010 0.249 -0.208 -0.186
H 27.133 27.254 -14.737 0.507 -0.180 -0.080
H 25.980 27.743 -15.856 0.009 -0.068 -0.531
H 27.295 26.589 -17.720 -0.673 -0.425 -0.090
H 28.970 24.905 -17.229 -0.312 -0.261 0.169
H 28.947 25.358 -15.490 0.107 -0.040 -0.011
H 29.495 26.480 -16.789 0.066 0.033 0.352
H 26.302 25.204 -15.411 0.082 -0.047 -0.166
C 25.211 19.679 -6.385 -0.804 0.055 -0.964
C 23.968 20.555 -6.634 -0.658 2.226 0.572
C 24.176 21.624 -7.706 -0.584 -0.836 -1.104
C 24.196 20.961 -9.097 1.862 0.764 0.634
C 22.879 20.302 -9.388 0.298 -0.141 -0.495
C 22.338 19.336 -8.279 1.505 0.847 -0.678
N 22.706 19.897 -6.973 -0.653 0.433 0.545
O 22.287 19.074 -5.900 0.152 -0.119 -0.096
C 20.835 19.333 -8.490 -1.121 -0.577 0.764
C 23.017 17.972 -8.469 -0.686 -0.751 0.036
C 23.678 21.409 -5.362 -1.845 -0.905 0.930
H 25.335 19.015 -7.241 0.170 -0.155 0.133
H 25.084 19.091 -5.477 0.308 0.041 0.086
H 26.084 20.330 -6.364 0.083 -0.089 0.395
H 23.287 22.264 -7.722 -0.053 0.018 0.303
H 25.008 22.297 -7.498 0.308 -0.358 -0.056
H 25.059 20.286 -9.178 -0.177 -0.237 0.152
H 24.493 21.761 -9.780 -0.583 -0.223 -0.434
H 22.962 19.706 -10.302 -0.037 0.001 -0.009
H 22.212 21.123 -9.655 -0.481 -0.217 0.439
H 20.436 20.288 -8.824 0.294 0.171 0.041
H 20.507 18.596 -9.226 0.298 -0.026 -0.101
H 20.277 19.098 -7.579 0.259 -0.138 0.064
H 24.053 18.045 -8.796 -0.078 0.112 -0.220
H 23.020 17.355 -7.566 -0.037 0.264 0.215
H 22.427 17.355 -9.152 0.340 0.147 -0.364
H 22.622 21.692 -5.225 -0.179 -0.268 -1.104
H 24.097 22.408 -5.292 1.146 -0.472 0.031
H 23.682 20.758 -4.480 1.130 0.440 0.301
H 22.989 18.416 -5.761 -0.179 -0.071 -0.104
```
Positions in Å, forces in eV/Å.

(4)
DFT (wB97M-V/def2-TZVPD) results for a molecular structure, C5H7N3 in a non-equilibrium geometry.

charge = 0
energy above the lowest of the compared OMol25 structures with the same formula, charge and spin = 744.5 kJ/mol

```
15
Properties=species:S:1:pos:R:3:forces:R:3
C -1.317 -1.766 -0.059 -1.011 -0.284 -2.222
C 0.555 -0.445 -1.269 0.759 -0.904 -0.526
C 0.414 0.890 -0.564 5.856 3.633 -0.846
C 1.113 1.789 0.181 0.697 0.488 2.017
C -0.580 0.530 0.227 -1.378 -0.518 5.142
H -0.585 -2.099 0.644 -0.244 -0.096 1.830
H -0.978 -2.460 -0.901 -1.782 0.433 0.729
H -2.460 -1.631 0.179 2.372 -1.252 -0.068
H 1.346 -1.263 -0.594 -2.511 2.597 -2.077
H 0.910 -0.547 -2.615 -1.802 0.240 4.388
H 2.126 2.136 0.115 0.072 0.611 -0.297
H 0.347 2.681 2.180 1.023 -2.742 -2.499
N -0.919 -0.486 -0.575 -0.521 -4.413 -2.625
N 0.526 1.809 1.483 -0.494 1.725 0.352
N -0.498 0.862 1.567 -1.034 0.480 -3.298
```
Positions in Å, forces in eV/Å.

(5)
DFT (wB97M-V/def2-TZVPD) results for 2 unconnected molecules or ions with the total composition C16H16NO3 in a non-equilibrium geometry.

charge = +1
energy above the lowest of the compared OMol25 structures with the same formula, charge and spin = 108.4 kJ/mol

```
36
Properties=species:S:1:pos:R:3:forces:R:3
C -0.147 -5.906 -2.399 -0.042 0.051 0.208
O -0.350 -5.454 -1.042 -0.002 1.243 -0.076
C -0.362 -4.119 -0.796 0.127 -0.215 -0.231
C -0.555 -3.718 0.547 0.032 0.018 -0.204
C -0.546 -2.380 0.882 0.064 0.163 -0.288
C -0.341 -1.374 -0.099 -0.062 -0.583 -0.212
C -0.299 0.019 0.261 0.657 0.227 -1.428
O -0.043 0.840 -0.794 -0.523 0.210 1.588
C -0.069 2.214 -0.622 -0.042 -0.657 0.027
C -0.285 2.786 0.649 0.443 0.524 -0.800
C -0.318 4.205 0.713 -0.116 -0.204 -0.241
C -0.174 4.959 -0.442 0.029 0.148 0.572
C 0.021 4.345 -1.689 -0.054 -0.562 0.017
C 0.065 2.958 -1.786 0.091 0.462 -0.097
C -0.459 1.918 1.752 -1.880 -1.212 -0.702
C -0.484 0.539 1.535 0.158 1.089 0.731
C -0.179 -1.787 -1.443 -0.020 -0.127 0.051
C -0.184 -3.127 -1.792 -0.043 -0.311 0.221
H -0.183 -6.992 -2.317 0.028 0.180 -0.160
H -0.948 -5.548 -3.063 0.172 -0.101 0.244
H 0.831 -5.586 -2.786 -0.242 -0.082 0.188
H -0.702 -4.485 1.301 0.013 0.126 -0.117
H -0.701 -2.075 1.914 0.048 -0.328 -0.166
H -0.485 4.671 1.688 0.061 -0.011 -0.383
H -0.204 6.048 -0.382 -0.011 -0.354 0.000
H 0.125 4.948 -2.591 -0.027 -0.130 0.275
H 0.193 2.447 -2.740 -0.006 0.152 0.290
H -0.867 2.325 2.679 0.231 -0.224 -0.409
H -0.645 -0.150 2.360 -0.113 0.268 -0.261
H -0.050 -1.059 -2.241 0.006 -0.096 0.294
H -0.044 -3.415 -2.834 -0.061 0.149 0.361
N 1.328 2.477 3.486 1.561 -0.055 -0.227
O 2.319 2.150 2.471 -0.276 0.389 0.907
H 0.834 3.285 3.115 -0.064 -0.396 0.245
H 0.771 1.634 3.584 0.101 0.470 0.058
H 3.141 2.407 2.921 -0.236 -0.220 -0.276
```
Positions in Å, forces in eV/Å.

(6)
DFT (wB97M-V/def2-TZVPD) results for a single C7H14ClNO molecule in a non-equilibrium geometry.

charge = 0
energy above the lowest of the compared OMol25 structures with the same formula, charge and spin = 304.5 kJ/mol

```
24
Properties=species:S:1:pos:R:3:forces:R:3
C -1.234 -1.975 0.687 0.759 1.329 -0.728
C 0.285 -1.886 0.896 -0.383 -1.085 0.077
C 0.220 0.554 0.629 -1.839 -4.051 -0.209
C -0.634 1.490 1.382 0.213 -0.455 2.276
C 1.900 -0.075 -1.085 1.935 -0.462 -1.708
C -0.164 1.450 -1.595 -2.407 0.378 -1.199
C 0.909 0.969 -0.617 0.367 1.695 0.740
N -1.424 -0.966 -0.395 1.000 -0.106 1.752
O 0.596 -0.593 1.280 0.664 2.924 1.193
Cl -2.851 -0.153 -0.022 -1.412 0.643 -0.261
H -1.453 -2.970 0.273 -0.221 0.117 0.448
H -1.790 -1.703 1.651 0.722 -0.676 -1.309
H 0.647 -2.540 1.666 -0.131 -0.153 0.933
H 0.901 -2.208 0.072 -0.462 -0.028 -0.952
H -1.076 2.136 0.628 0.060 0.547 0.714
H 0.031 1.991 2.205 -1.219 -0.396 -1.608
H -1.490 0.974 1.963 1.453 0.571 -1.074
H 1.790 -0.505 -2.094 -0.910 0.537 0.107
H 2.007 -0.980 -0.507 -0.125 0.353 0.561
H 2.942 0.290 -1.200 -0.551 0.315 0.496
H -0.984 0.680 -1.840 1.737 0.733 0.506
H 0.234 1.772 -2.595 -0.123 0.050 1.165
H -0.808 2.278 -1.105 1.416 -0.932 -1.210
H 1.446 1.971 -0.277 -0.542 -1.847 -0.709
```
Positions in Å, forces in eV/Å.